# 1
Below is a cluster of 9 separate species, C31H74B3FO16 in total in a non-equilibrium geometry, with properties calculated with ωB97M-V/def2-TZVPD.

- Frontier orbital gap: 9.796 eV
- LUMO energy: 0.000 Eh
- Strongest force on any atom: 5.50 eV Å⁻¹
- SMILES: O=COCCB1OB(CC(=O)O)OB(CC(=O)F)O1.CC(C)O.CC(C)O.CC(C)O.CC(C)O.CC(C)O.CC(C)O.CC(C)O.CC(C)O

Cartesian coordinates (Å):
F -1.77590 0.52739 -1.21682
O -5.18207 0.52749 -3.07229
O 3.54250 0.81535 2.02533
O -0.85102 0.22318 0.89690
O -1.66660 -5.35450 1.75023
O 4.21474 5.18063 0.88766
O -0.25274 4.80053 0.24055
O 3.47370 4.12281 -4.93182
O 3.96822 1.81910 -0.04121
O 0.84519 -0.62072 -3.62432
O 0.55198 1.20422 4.63530
O -0.81468 -6.34485 6.52015
O -0.38005 3.09558 -1.66609
O 0.01846 -4.87633 -1.35210
O 4.12195 6.09533 -1.22540
O -1.68730 5.97357 3.26021
O 1.53885 4.65071 -1.55769
C 3.51523 5.81653 0.05327
C -4.72053 0.22680 -4.38764
C 0.05773 -0.96831 5.54386
C 1.00011 -1.36354 -5.90815
C 2.54504 1.64269 -0.33141
C -1.66256 8.27565 2.56299
C 3.50283 6.42633 -5.62633
C -3.81705 7.02152 2.86906
C -0.91889 -3.06980 1.86627
C 4.04796 1.78305 1.39834
C 0.03855 -8.22478 7.75562
C 2.28225 -0.46087 4.49389
C 1.12672 0.08903 5.31428
C 2.01464 6.32120 0.39745
C 1.44788 -1.59496 -4.47345
C -0.53372 -4.53170 2.02685
C -0.86805 -7.76619 6.62429
C 0.36108 -7.20316 -1.85558
C -1.41010 0.99980 0.09798
C -3.48328 1.05656 -4.69068
C 2.77148 5.36046 -4.82568
C 2.14980 2.08154 -1.83718
C 1.06654 -2.98625 -3.99244
C -1.78796 -6.03831 -2.43426
C 1.34621 5.17678 -5.32047
C -1.72628 2.53522 0.50726
C -0.03082 -4.82007 3.43219
C -0.45553 -8.38617 5.29834
C -0.27975 -5.89798 -2.30078
C -2.39171 7.20868 3.36460
C -4.42827 -1.26181 -4.49279
B 1.02870 5.19725 -0.29890
B 1.06570 3.27809 -1.70279
B -0.72819 3.55655 -0.31999
H 0.14659 -5.58723 -3.25880
H 0.56398 -8.09053 5.02951
H 4.04551 5.23472 -1.71308
H -5.52164 0.49395 -5.08250
H -5.32288 -1.84606 -4.26106
H -3.65960 -1.56067 -3.77232
H 1.26923 -0.35579 -6.23677
H -0.77212 -0.55597 6.12466
H 2.75540 -1.30910 4.99661
H 3.03616 0.31110 4.32667
H -1.10815 -8.03911 4.49246
H 1.80944 7.30880 -0.17099
H -2.83753 2.69838 0.22264
H 2.99772 7.39274 -5.55120
H 0.24125 -4.78976 1.29901
H 0.09752 -6.09454 6.32026
H 0.16407 -8.00465 -2.57242
H -0.35525 -5.14246 -0.50048
H -0.26213 -7.76280 8.69987
H 0.00646 -9.31121 7.87192
H -0.06517 -2.41408 2.05527
H 2.53125 -1.46375 -4.40135
H 0.83645 4.39991 -4.74345
H 3.56616 6.14618 -6.68297
H -0.08844 -1.44480 -5.99539
H 3.07028 2.50948 -2.38722
H 1.49856 0.45063 6.27724
H -2.35788 -5.13394 2.38887
H 3.48957 3.86790 -5.86412
H -2.68224 0.83776 -3.97666
H 1.38323 -3.13498 -2.95679
H 2.76006 5.63849 -3.76796
H 0.46398 -1.83119 6.07837
H 1.07509 -7.92366 7.57185
H 0.84927 -4.21567 3.66840
H -1.90326 -8.03681 6.85024
H -1.67055 5.71769 2.32750
H -0.36177 -1.31222 4.59249
H -4.32512 6.24419 3.44616
H -3.70445 2.12353 -4.59997
H -2.40390 7.48751 4.42188
H -4.47950 0.29424 -2.44988
H 1.52753 -3.75885 -4.61383
H 1.33288 4.85335 -6.36643
H -0.11401 -0.72982 -3.68037
H 1.68596 1.18823 -2.37476
H 0.77611 6.10557 -5.23585
H -3.82742 6.69718 1.82314
H -1.28939 -2.87874 0.85548
H 1.84047 6.43297 1.51803
H 1.97639 2.27461 0.45686
H -2.16998 9.24099 2.63686
H 0.22010 0.89343 3.78141
H -1.72621 -2.80008 2.55530
H -0.63627 8.39144 2.92233
H 0.23158 -5.87659 3.53685
H -3.11363 0.86068 -5.70077
H 4.54218 2.66283 1.93611
H -2.23600 -5.08972 -2.74324
H 1.45931 -2.08702 -6.58674
H -1.59841 7.99443 1.50647
H -0.80724 -4.61207 4.17549
H 1.44318 -7.08401 -1.75257
H 4.52935 6.53928 -5.26729
H -4.38929 7.94914 2.95212
H -1.51961 2.71164 1.61582
H -0.50251 -9.47743 5.34103
H 2.27603 0.53925 -0.22284
H 1.93949 -0.78670 3.50663
H -0.01837 -7.50979 -0.87539
H -4.08733 -1.52753 -5.49695
H -2.24167 -6.30468 -1.47419
H -0.01981 -3.12287 -4.01318
H -2.04996 -6.80463 -3.16864


# 2
Below is a cluster of 9 separate species, C31H75BN9O13S2 in total in a non-equilibrium geometry, with properties calculated with ωB97M-V/def2-TZVPD.

- Frontier orbital gap: 6.380 eV
- Charge: +1
- LUMO energy: -0.128 Eh
- Strongest force on any atom: 8.95 eV Å⁻¹

Cartesian coordinates (Å):
S 4.65050 1.44939 -1.74245
S 7.25113 4.96419 -4.05746
O -0.44822 -2.88743 0.85632
O 5.60396 4.75605 -1.55236
O -0.98124 -12.62233 5.13031
O -5.79521 5.60756 -1.83958
O 5.22276 1.77575 -0.16204
O 5.82698 4.81497 -6.49920
O -1.64950 -2.78837 5.61508
O 3.94613 -0.52775 1.14359
O 0.03521 4.47488 -7.40244
O 3.61939 2.53270 -2.15915
O -2.68425 -7.20934 8.17532
O 3.83467 0.10261 -1.62972
O -2.70210 2.83593 1.59674
N -1.18945 -11.32818 3.30157
N -1.35386 4.69801 -9.15834
N -0.98970 -4.73277 4.69505
N -4.06233 4.55478 1.08900
N -1.66897 -1.20182 1.71128
N 5.37822 6.89952 -2.95428
N -3.23664 -6.26485 10.14135
N 3.31876 -2.23635 2.46630
N -6.62853 6.82484 -3.53848
C -1.26841 -10.08935 2.56464
C -2.11018 4.25666 -10.30602
C -4.87511 -7.70291 9.01136
C -0.52259 -6.09870 4.69159
C -2.11212 0.16449 1.85546
C -0.02727 -0.70803 -0.04670
C -4.27500 7.12301 -2.90485
C -1.03065 -11.49445 4.64862
C -0.54635 3.95078 -8.34779
C -1.04423 -4.53338 7.14184
C -4.73106 2.99318 2.86205
C -6.59414 7.79558 -4.60641
C -3.51949 -7.05229 9.06091
C 3.64851 -1.71401 1.24735
C -5.60856 6.45503 -2.70763
C 2.94528 -3.59590 2.77633
C 4.38874 4.89290 -6.19555
C -0.71626 -1.68965 0.86170
C 6.00199 1.12638 -3.00000
C 6.62352 5.74348 -5.68119
C 7.27094 3.11242 -4.33160
C 3.62923 -2.64395 0.06485
C -3.74969 3.43819 1.81212
C -1.25495 -3.93949 5.77569
C -0.40822 2.48644 -8.66415
C -0.92175 -10.25443 5.49357
C 3.78449 3.49195 -5.53242
C -4.08791 -5.96785 11.26878
C 2.18432 3.58123 -5.17344
C 7.24663 2.20308 -2.96787
C -5.23875 5.38370 1.20260
B 6.00957 5.50460 -2.75777
H -1.25611 -12.20105 2.79068
H 6.14212 7.46299 -3.39362
H -1.29288 -3.79389 7.90778
H 6.08402 6.77434 -5.49949
H -5.92618 5.03035 1.97312
H -1.93536 0.47280 2.88930
H -1.59071 0.84631 1.18139
H -4.35664 2.09448 3.35953
H -5.61215 8.25827 -4.71917
H -2.22840 -10.06417 2.04224
H 8.28892 2.87098 -4.90608
H -3.58026 -6.30365 12.17693
H -4.85513 3.77835 3.61305
H -1.15167 -4.27374 3.80601
H 1.94505 -3.58243 3.21732
H -1.98527 3.19070 -10.50411
H -5.74921 5.38523 0.23588
H 3.99778 2.53888 -6.17699
H 0.01644 2.35942 -9.66376
H -5.06117 -6.45657 11.19780
H -1.77431 4.82771 -11.17562
H 4.65120 1.19131 0.44393
H -6.86371 7.28852 -5.53670
H -2.09394 -1.91326 2.29489
H -3.18454 0.19887 1.64582
H -3.55695 6.73482 -2.17749
H 3.91140 -2.09721 -0.83891
H 4.52275 6.84623 -3.55003
H -4.96479 -8.29934 8.09946
H -3.16650 4.46833 -10.11999
H -1.69501 -5.40206 7.27513
H -7.49836 6.33853 -3.35347
H 6.41582 2.70628 -5.03422
H -5.65593 -6.93744 9.00255
H -4.91728 6.40042 1.44377
H -1.38453 1.99780 -8.60145
H 0.00338 -4.82124 7.26569
H 0.49745 0.04506 0.54761
H 5.65457 5.44979 -0.80382
H 1.93580 4.57574 -4.60233
H 3.81942 5.02985 -7.21681
H 6.45974 0.05873 -2.72852
H 5.49029 0.99836 -4.04500
H 2.62294 -3.04826 -0.07512
H 1.60005 3.44258 -6.18235
H 3.65794 -3.98683 3.50742
H -0.38158 -6.49474 5.69875
H -0.79896 -10.53327 6.54358
H -1.83271 -9.65714 5.39825
H 1.83799 2.69408 -4.45495
H 0.26209 2.01450 -7.94076
H -7.33521 8.56902 -4.38791
H 0.42846 -6.13228 4.15353
H -3.36111 4.80047 0.39959
H -4.22965 -4.88476 11.31280
H -4.37227 8.20159 -2.75357
H -3.89783 6.91300 -3.90961
H -1.18568 -9.21314 3.21003
H 0.70518 -1.23122 -0.66728
H 4.34664 -3.45519 0.21684
H 8.24237 1.54501 -2.98531
H -2.30908 -5.85715 10.11380
H 4.39338 3.34566 -4.51635
H -0.75962 -0.23062 -0.70369
H -0.05029 -9.66946 5.18656
H -5.69233 2.75675 2.39757
H -0.45715 -10.07639 1.83190
H -5.00240 -8.36528 9.87214
H 3.35115 -1.55891 3.21955
H -1.25928 -6.70947 4.16294
H 7.30928 2.82386 -1.96314
H 7.61823 5.96449 -6.30278
H 4.12317 5.81423 -5.49086
H -1.40366 5.67457 -8.89150
H 2.94253 -4.23985 1.89518


# 3
Below is a structure of composition C31H76FGaNS, with properties calculated with ωB97M-V/def2-TZVPD.

- Frontier orbital gap: 6.935 eV
- Charge: -1
- LUMO energy: 0.089 Eh
- Strongest force on any atom: 0.78 eV Å⁻¹

Cartesian coordinates (Å):
Ga -1.75607 1.04634 -3.15037
S -0.43070 2.83161 -2.46341
F -3.13830 1.84414 -3.96869
N -1.98169 0.57575 -0.20525
C -2.37798 -5.00641 -7.10685
C -3.41625 1.12858 3.10659
C 1.81128 -6.39336 -1.07446
C -2.42258 0.05904 -1.52869
C -2.32383 0.47454 3.94679
C -1.32859 -4.06887 -4.95292
C -0.55991 -5.70071 -0.42435
C 1.30131 6.29937 -0.32103
C -4.10400 3.64685 4.78390
C -0.72374 5.42086 0.92547
C 6.64106 -0.30163 4.15816
C 2.24685 5.26549 0.28812
C -1.54635 -7.37535 -6.62339
C -5.36968 4.14609 4.09249
C 0.10523 6.64949 0.56547
C 2.50506 1.24650 2.33927
C 3.69543 6.87578 1.65006
C -2.52604 -3.21059 -4.55347
C -3.08272 2.55888 2.68848
C -0.82330 -2.66260 0.40273
C -2.90195 3.53681 3.84871
C 2.81999 5.62568 1.65579
C -0.08858 -3.19112 -0.82392
C 3.63110 1.70963 3.26092
C 4.98649 1.80926 2.56540
C -0.64189 -4.50255 -1.36887
C -1.19714 -4.28119 -6.45911
C 5.52161 0.49275 2.00125
C -2.69340 -6.37539 -6.50709
C 5.67030 -0.62911 3.02665
C 0.85067 -6.03458 0.05636
H -5.68382 3.46927 3.29721
H 2.68557 0.24616 1.94302
H -1.00080 0.17081 -4.26044
H -0.72672 -3.31842 1.27181
H 4.69180 -0.87623 3.44701
H 4.53340 6.75861 0.95903
H 2.39552 1.92397 1.48952
H 3.07180 5.08670 -0.40925
H 1.55112 1.21992 2.86649
H 2.00909 5.75038 2.37905
H -3.56249 0.53427 2.20613
H -2.17124 -5.12749 -8.17586
H 1.84758 7.21316 -0.57557
H -0.51671 7.37469 0.03488
H 6.74123 -1.13705 4.85205
H -3.84887 4.32562 5.60286
H -2.47109 -2.22461 -5.01735
H -0.41707 -3.58634 -4.59171
H 6.30949 0.56354 4.73405
H -3.57742 -6.78047 -7.00700
H -2.67741 4.52819 3.44203
H -1.38133 0.45718 3.39409
H -4.36400 1.11243 3.65734
H -1.81858 -8.34560 -6.20627
H 1.93496 -5.56409 -1.77181
H -0.12801 -4.73355 -2.30526
H -2.57860 -0.55727 4.19288
H -1.08080 -3.30683 -6.94258
H 4.90402 2.52726 1.74301
H 6.49663 0.68299 1.54047
H -2.96843 -6.26004 -5.45536
H 0.98122 -3.28524 -0.61091
H 0.92788 5.88926 -1.26350
H 1.25406 -5.19011 0.62156
H -0.16951 -2.44694 -1.62096
H 4.10667 7.08113 2.63961
H -2.55943 -3.05327 -3.47538
H -1.37929 -5.03679 -4.44415
H -1.88416 -2.52614 0.18716
H -2.08502 -0.97675 -1.60872
H -0.02321 2.42909 -1.27326
H -0.43510 -1.68570 0.68829
H 1.43940 -7.24926 -1.64273
H -1.69088 -4.34135 -1.63734
H -1.60373 5.68592 1.51398
H -0.65865 -7.02861 -6.09270
H -3.47101 -3.67268 -4.84795
H 3.37740 2.69379 3.66339
H -5.20402 5.12740 3.64197
H -4.30173 2.67562 5.24616
H -0.96762 0.65371 -0.20084
H -2.16163 2.55031 2.09646
H 3.13145 7.75718 1.34046
H 0.79333 -6.86976 0.76010
H -2.15195 1.00534 4.88682
H -1.19881 -5.52417 0.44533
H -3.26952 -4.37844 -7.04158
H 2.80022 -6.65064 -0.69264
H -6.20000 4.23642 4.79438
H -1.26765 -7.52754 -7.66892
H 4.86999 0.15096 1.19369
H 5.71611 2.23276 3.26163
H -2.31974 1.53144 -0.11826
H -3.86286 2.92710 2.01575
H -1.06454 4.91136 0.02128
H 3.69642 1.03935 4.12327
H 1.71763 4.31323 0.36806
H -0.27365 -4.83086 -6.66400
H 6.01007 -1.52974 2.50914
H 3.41185 4.77511 2.00831
H -0.14284 4.70395 1.50889
H -3.51225 0.04997 -1.54153
H 7.63423 -0.07445 3.76400
H -0.97621 -6.57717 -0.93364
H -2.02370 3.24856 4.43344
H 0.44030 7.14955 1.48068


# 4
Below is a cluster of 6 separate species, C31H76N5O13 in total in a non-equilibrium geometry, with properties calculated with ωB97M-V/def2-TZVPD.

- Frontier orbital gap: 7.599 eV
- Charge: -1
- LUMO energy: 0.082 Eh
- Strongest force on any atom: 15.95 eV Å⁻¹

Cartesian coordinates (Å):
O -0.46226 -1.83949 -0.75719
O -0.95861 1.69824 -4.78330
O -3.91016 1.20344 1.69365
O 1.08857 -0.28449 -0.05838
O 4.25908 1.17217 -3.90093
O 3.90029 -0.38873 3.05091
O 1.70075 -2.00872 -1.23676
O 2.50701 4.49085 -0.09665
O -8.23320 4.70157 -2.95191
O -1.08051 -3.23138 3.50674
O 0.58192 -2.25175 -5.62938
O 0.17472 -6.36827 0.14810
O 1.56635 0.39528 9.18366
N 3.94500 -0.43023 -0.51134
N -5.64909 3.64112 -0.50719
N 0.25540 -0.62646 5.80088
N -0.36776 2.42445 -1.16171
N 1.07697 -4.24480 -2.69353
C -0.71434 0.93377 -5.71699
C 0.20637 -3.69483 -3.74258
C 0.69509 -6.70908 1.47964
C 0.20225 -0.41192 7.26602
C 0.28108 -4.93855 -1.73280
C 4.03032 0.12486 -2.88607
C 1.31977 0.51565 7.76421
C 1.10970 -5.58172 -0.49818
C -8.45309 3.76108 -3.64102
C 2.77956 1.14534 9.70359
C -0.28897 -2.03297 3.87710
C -5.50638 2.59433 0.43872
C 1.53181 3.59274 -0.02535
C 1.30748 -3.13781 -4.76872
C -0.18882 1.47809 -3.55607
C -6.84284 3.74890 -1.23152
C 4.12958 0.64999 -1.45287
C 3.80091 0.84748 -5.21292
C 3.99989 0.18730 0.77825
C -4.07304 2.37012 0.88874
C 0.81353 -1.39249 -0.72162
C 0.92964 -2.15472 -6.79855
C -2.67520 0.72805 1.80470
C -0.54420 -1.70947 5.37263
C 0.83544 3.22172 -1.38702
C -0.85386 -3.51257 2.30895
C 3.61896 -0.81887 1.82665
C 3.36017 -1.11499 4.00957
C -0.98586 2.21842 -2.46208
C -6.94458 4.76825 -2.30459
C 3.05307 4.97616 1.07606
H 4.03307 -0.98611 4.93491
H 2.27090 0.48078 7.17939
H 2.50937 -1.30339 1.76387
H 3.74562 4.28981 1.56277
H 0.90550 -5.99468 2.09748
H -3.83438 3.16766 1.38707
H -0.75793 0.00293 7.75212
H 3.80757 0.51237 9.29703
H -3.28876 2.26758 0.10226
H 1.55032 -7.32073 1.40389
H 1.93200 -6.22188 -0.65434
H -0.45754 -4.28530 -4.41085
H 1.96000 -2.19762 -4.31606
H 5.06265 0.57455 0.67399
H 1.90211 -1.83334 -6.79564
H 0.52302 -1.20550 -7.14298
H -1.47329 -2.91405 1.75016
H 2.43302 -0.97737 4.29313
H -0.52676 -1.08162 3.22740
H 3.94373 -0.20077 -5.30995
H 0.19988 -1.31298 7.68859
H 0.76764 1.97717 -3.73937
H 0.51244 4.18070 -1.76330
H 4.39314 1.44193 -6.04424
H -0.01346 1.56268 -0.80643
H 0.82944 1.66377 7.44633
H -8.53874 2.68946 -3.07961
H -0.53279 -2.73400 5.94237
H -1.66500 -1.60704 5.50564
H 4.00945 -1.64721 1.51032
H 0.11705 -3.29877 1.81230
H -5.16460 4.56685 -0.25573
H -7.09316 2.66854 -1.54294
H 2.64744 2.33082 9.33746
H -1.12332 -0.14630 -5.37317
H 4.98696 1.02367 -1.33275
H -0.48497 -4.32023 -1.24669
H -6.08461 2.97850 1.26901
H -0.22749 -5.74490 -2.15227
H 0.68337 -2.98680 -7.34371
H -1.16161 -1.30346 -0.34933
H -0.84520 -4.64921 2.17845
H 1.39456 -3.55851 -2.09706
H -9.43933 3.97217 -3.96540
H 0.64477 3.90916 0.53089
H 0.46948 0.85597 -6.05948
H 2.82639 0.84663 -5.42964
H 2.71071 1.06402 10.86522
H 1.55263 2.72628 -2.09895
H -2.13378 1.62853 1.62654
H -6.24019 4.56072 -2.89499
H -0.08036 -7.25144 1.97819
H 3.39500 1.00967 0.85181
H 3.68383 -2.09457 3.91114
H -5.84444 1.68321 0.06991
H 0.86006 -2.19777 3.52402
H -0.10060 0.44657 -3.34562
H 1.75161 -3.86763 -5.12473
H 3.07588 -0.28155 -3.26202
H -7.89954 3.84713 -4.57035
H -1.78913 1.59142 -2.17206
H -1.39373 3.00589 -2.76878
H -1.12424 1.22020 -6.73520
H 0.12783 0.11404 5.28475
H -0.24446 -3.05163 -3.06318
H -6.65594 5.70707 -2.07689
H 2.35759 5.56669 1.72739
H 3.01394 -0.84653 -0.84576
H -2.60787 0.23686 0.82313
H 3.83612 5.79968 0.91514
H 1.42850 -4.77446 0.17375
H 3.49893 1.33227 -1.34120
H -7.69253 3.93828 -0.51856
H -2.43167 0.29803 2.80249
H 4.49084 -0.73504 -3.31389
H 1.77911 2.48709 0.59127